(1)
C45H82BClN5O23 | the ωB97M-V functional and the def2-TZVPD basis

```
157
Properties=species:S:1:pos:R:3:lowdin_charge:R:1
C 5.920 1.851 1.015 -0.086
C 4.585 2.452 1.613 -0.247
C 3.762 1.394 2.492 -0.599
Cl 3.624 2.081 4.159 0.640
C 2.371 1.137 1.752 -0.201
C 2.805 0.322 0.449 -0.176
C 2.552 1.104 -0.905 -0.145
C 1.090 1.650 -1.073 -0.189
C 0.493 1.566 -2.534 -0.188
C 1.527 1.791 -3.714 -0.181
C 1.475 0.556 -4.717 -0.181
C 1.697 -0.845 -4.021 -0.196
C 3.027 -1.549 -4.535 -0.138
C 2.928 -3.110 -4.269 -0.186
O 2.388 -3.822 -5.396 -0.030
C 1.700 -4.961 -4.988 -0.474
C 2.203 -6.400 -5.380 0.014
O 0.676 -4.912 -4.358 0.101
C 2.122 -1.083 0.295 -0.244
C 3.092 -2.035 -0.504 -0.042
C 2.292 -3.461 -0.732 -0.218
C 2.887 -4.689 0.129 0.000
O 3.058 -4.505 -1.399 -0.143
N 1.546 -1.671 1.517 0.135
B 2.495 -2.219 2.498 -0.651
O 3.894 -1.996 2.548 0.141
O 1.944 -3.069 3.496 0.149
C 0.700 -0.622 2.084 -0.199
N -0.579 -0.866 2.048 0.188
C -1.258 -2.088 1.542 -0.149
N -2.080 -1.724 0.359 -0.087
C -3.303 -0.954 0.727 -0.103
N 1.341 0.487 2.593 0.081
C 0.475 1.422 3.347 -0.302
C -0.379 2.296 2.559 0.020
C -1.255 3.229 3.332 0.000
C -1.097 3.046 4.774 -0.035
C -0.218 2.088 5.412 -0.097
N 0.585 1.286 4.678 0.104
H 6.078 0.785 1.333 0.080
H 5.782 1.827 -0.105 0.066
H 6.814 2.478 1.271 0.085
H 3.961 2.889 0.794 0.095
H 4.843 3.316 2.286 0.092
H 4.388 0.474 2.536 0.078
H 2.082 2.157 1.368 0.142
H 3.918 0.135 0.463 0.137
H 3.280 1.961 -0.974 0.115
H 2.845 0.408 -1.735 0.100
H 0.414 1.024 -0.411 0.088
H 1.015 2.718 -0.718 0.113
H -0.283 2.382 -2.608 0.107
H -0.091 0.607 -2.620 0.108
H 1.152 2.665 -4.321 0.108
H 2.564 2.064 -3.400 0.105
H 0.426 0.557 -5.127 0.110
H 2.154 0.696 -5.599 0.112
H 0.860 -1.515 -4.377 0.124
H 1.634 -0.831 -2.904 0.076
H 3.093 -1.398 -5.640 0.119
H 3.916 -1.148 -3.987 0.105
H 3.948 -3.464 -3.954 0.118
H 2.210 -3.229 -3.414 0.098
H 1.372 -6.834 -6.004 0.094
H 3.113 -6.377 -6.026 0.081
H 2.307 -7.057 -4.484 0.091
H 1.250 -0.921 -0.414 0.144
H 3.333 -1.667 -1.530 0.108
H 4.031 -2.290 0.039 0.122
H 1.152 -3.418 -0.873 0.157
H 3.922 -4.626 0.525 0.114
H 2.275 -5.613 0.216 0.111
H 4.048 -1.506 3.376 0.116
H 2.241 -2.778 4.379 0.115
H -1.221 -0.144 2.403 0.156
H -0.616 -2.980 1.395 0.137
H -2.004 -2.377 2.338 0.133
H -1.465 -1.150 -0.226 0.090
H -4.174 -1.307 0.123 0.080
H -3.076 0.132 0.534 0.084
H -3.605 -1.030 1.802 0.083
H -0.383 2.309 1.442 0.106
H -1.932 3.971 2.864 0.111
H -1.709 3.699 5.443 0.112
H -0.179 1.986 6.524 0.119
C -3.610 8.067 -1.431 -0.033
O -3.218 7.293 -0.293 0.002
C -1.906 7.318 -0.037 -0.611
O -1.073 7.919 -0.663 0.133
O -1.678 6.558 1.047 -0.013
C -0.309 6.504 1.450 -0.044
H -4.689 7.974 -1.541 0.097
H -3.368 9.120 -1.287 0.102
H -3.136 7.683 -2.335 0.092
H 0.050 7.498 1.717 0.104
H 0.312 6.069 0.664 0.096
H -0.248 5.866 2.331 0.074
C -2.705 4.713 -4.447 -0.052
O -2.094 3.733 -5.277 -0.010
C -2.936 3.109 -6.113 -0.613
O -4.117 3.314 -6.207 0.126
O -2.232 2.221 -6.822 -0.002
C -3.007 1.475 -7.763 -0.035
H -1.921 5.138 -3.821 0.089
H -3.147 5.513 -5.041 0.101
H -3.454 4.254 -3.799 0.097
H -3.457 2.137 -8.502 0.101
H -3.773 0.890 -7.253 0.097
H -2.333 0.791 -8.275 0.095
C -7.060 0.983 -4.435 -0.038
O -6.740 -0.405 -4.550 0.004
C -6.580 -1.032 -3.381 -0.613
O -6.681 -0.532 -2.288 0.114
O -6.285 -2.312 -3.634 0.006
C -6.086 -3.108 -2.467 -0.042
H -7.164 1.380 -5.443 0.096
H -8.005 1.118 -3.909 0.099
H -6.257 1.522 -3.931 0.094
H -6.993 -3.140 -1.861 0.100
H -5.246 -2.730 -1.882 0.083
H -5.853 -4.121 -2.790 0.096
C 7.967 1.217 -2.476 -0.043
O 7.052 0.120 -2.538 -0.017
C 7.611 -1.053 -2.862 -0.613
O 8.774 -1.241 -3.095 0.140
O 6.642 -1.980 -2.881 -0.020
C 7.094 -3.294 -3.215 -0.035
H 7.399 2.105 -2.205 0.085
H 8.724 1.043 -1.710 0.101
H 8.436 1.387 -3.446 0.102
H 7.817 -3.650 -2.480 0.101
H 7.525 -3.310 -4.216 0.104
H 6.228 -3.954 -3.198 0.082
C -3.568 1.459 11.454 -0.037
O -2.222 1.134 11.103 0.007
C -2.106 0.396 9.996 -0.613
O -3.012 0.005 9.306 0.120
O -0.802 0.166 9.786 0.003
C -0.531 -0.618 8.628 -0.050
H -3.535 2.056 12.363 0.096
H -4.039 2.049 10.667 0.098
H -4.143 0.554 11.652 0.101
H -0.883 -0.110 7.728 0.076
H -0.986 -1.605 8.714 0.100
H 0.549 -0.741 8.554 0.095
C -4.073 -3.121 5.196 -0.048
O -4.666 -3.585 3.984 -0.018
C -5.480 -4.640 4.144 -0.613
O -5.727 -5.187 5.185 0.137
O -5.967 -4.972 2.945 -0.001
C -6.857 -6.090 2.963 -0.037
H -3.438 -2.270 4.948 0.080
H -4.836 -2.789 5.900 0.103
H -3.450 -3.898 5.642 0.100
H -7.732 -5.874 3.577 0.101
H -6.346 -6.983 3.323 0.100
H -7.185 -6.265 1.940 0.094
```

## Properties
HOMO level in eV: -11.9
Net charge: +1
F_max in eV/A: 4.4
2S+1: 1
Calculated total energy in eV: -115729.2737

=====

(2)
C45H87N3O33S9 | the ωB97M-V functional and the def2-TZVPD basis

```
177
Properties=species:S:1:pos:R:3:lowdin_charge:R:1
O -11.247 -13.899 -23.271 -0.302
S -10.681 -13.901 -21.916 0.602
O -11.323 -14.668 -20.898 -0.275
O -9.143 -14.273 -22.056 -0.295
C -8.664 -15.477 -22.746 -0.231
C -7.701 -16.016 -21.715 -0.080
C -10.440 -12.274 -21.244 -0.112
H -8.095 -15.143 -23.633 0.126
H -9.447 -16.211 -23.036 0.102
H -8.276 -16.252 -20.806 0.087
H -6.930 -15.212 -21.623 0.094
H -7.205 -16.978 -21.999 0.079
H -11.306 -11.710 -21.413 0.046
H -9.531 -11.858 -21.787 0.100
H -10.287 -12.351 -20.166 0.076
O -2.372 -17.702 -22.150 -0.302
S -2.390 -17.364 -23.557 0.519
O -3.667 -17.011 -24.082 -0.277
O -1.310 -16.297 -23.760 -0.265
C -1.675 -14.896 -23.325 -0.204
C -0.640 -14.528 -22.351 -0.085
C -1.685 -18.772 -24.377 -0.099
H -2.670 -14.844 -22.965 0.102
H -1.601 -14.330 -24.290 0.141
H 0.385 -14.788 -22.644 0.092
H -0.795 -14.983 -21.383 0.078
H -0.699 -13.411 -22.203 0.106
H -2.634 -19.376 -24.418 0.087
H -0.930 -19.246 -23.809 0.060
H -1.403 -18.616 -25.400 0.068
O -7.543 -21.052 -14.800 -0.303
S -8.081 -20.886 -16.156 0.539
O -9.392 -20.381 -16.307 -0.275
O -6.986 -20.049 -16.868 -0.274
C -7.288 -19.693 -18.337 -0.186
C -6.408 -18.586 -18.795 -0.052
C -8.038 -22.391 -17.135 -0.108
H -8.287 -19.370 -18.373 0.096
H -7.000 -20.548 -18.984 0.122
H -5.325 -18.758 -18.801 0.057
H -6.681 -17.640 -18.341 0.094
H -6.711 -18.545 -19.821 0.063
H -8.713 -23.099 -16.629 0.083
H -7.010 -22.748 -17.227 0.061
H -8.432 -22.164 -18.123 0.053
O -13.109 -22.105 -24.124 -0.293
S -14.439 -21.628 -23.862 0.605
O -14.836 -20.815 -22.697 -0.308
O -14.964 -20.910 -25.176 -0.267
C -14.634 -21.465 -26.499 -0.227
C -13.521 -20.715 -27.136 -0.066
C -15.447 -23.154 -23.803 -0.100
H -15.588 -21.352 -26.980 0.124
H -14.288 -22.478 -26.421 0.099
H -13.777 -19.659 -27.077 0.086
H -13.360 -21.097 -28.118 0.073
H -12.564 -20.907 -26.647 0.078
H -16.488 -22.870 -23.775 0.061
H -15.243 -23.594 -22.804 0.080
H -15.091 -23.689 -24.677 0.056
O -10.596 -22.181 -28.387 -0.327
S -10.691 -23.602 -27.994 0.590
O -11.985 -24.127 -27.677 -0.271
O -10.206 -24.468 -29.218 -0.231
C -8.989 -23.859 -29.820 -0.266
C -8.858 -24.292 -31.231 -0.077
C -9.488 -23.963 -26.784 -0.109
H -8.118 -24.222 -29.347 0.075
H -8.983 -22.755 -29.653 0.103
H -8.933 -25.356 -31.296 0.065
H -7.867 -24.042 -31.684 0.101
H -9.675 -24.015 -31.951 0.097
H -9.233 -24.986 -26.851 0.075
H -9.894 -23.583 -25.852 0.081
H -8.607 -23.363 -26.980 0.040
O -9.081 -19.439 -21.199 -0.281
S -9.516 -20.776 -21.488 0.578
O -8.642 -21.913 -21.278 -0.301
O -10.707 -21.038 -20.507 -0.259
C -11.748 -20.067 -20.371 -0.264
C -12.817 -20.782 -19.541 -0.055
C -10.190 -20.920 -23.123 -0.091
H -12.177 -19.909 -21.390 0.118
H -11.396 -19.092 -19.967 0.126
H -12.543 -20.948 -18.471 0.091
H -13.002 -21.788 -19.937 0.079
H -13.794 -20.237 -19.657 0.079
H -10.856 -21.771 -23.043 0.066
H -9.362 -21.127 -23.820 0.049
H -10.718 -20.018 -23.343 0.030
O -1.597 -24.480 -30.501 -0.294
S -1.778 -25.594 -29.595 0.607
O -1.009 -25.592 -28.344 -0.307
O -3.346 -25.653 -29.294 -0.285
C -3.874 -24.546 -28.464 -0.210
C -5.252 -24.912 -27.948 -0.049
C -1.614 -27.199 -30.370 -0.121
H -3.887 -23.701 -29.171 0.123
H -3.173 -24.362 -27.681 0.104
H -5.126 -25.771 -27.425 0.045
H -5.984 -24.915 -28.748 0.066
H -5.654 -24.141 -27.228 0.076
H -0.511 -27.273 -30.505 0.082
H -2.081 -27.310 -31.340 0.069
H -1.939 -27.935 -29.630 0.073
O -5.438 -23.149 -24.902 -0.278
S -6.537 -22.738 -24.066 0.578
O -7.752 -22.301 -24.738 -0.293
O -7.071 -23.864 -23.083 -0.258
C -6.117 -24.721 -22.367 -0.193
C -6.652 -24.970 -20.937 -0.039
C -5.869 -21.600 -23.003 -0.110
H -5.208 -24.223 -22.499 0.077
H -6.122 -25.648 -22.861 0.104
H -6.270 -25.915 -20.540 0.083
H -7.760 -25.021 -20.998 0.090
H -6.471 -24.117 -20.261 0.059
H -5.774 -20.709 -23.557 0.065
H -4.915 -22.056 -22.732 0.066
H -6.534 -21.562 -22.129 0.069
O -10.916 -17.728 -23.876 -0.290
S -12.324 -17.448 -24.056 0.594
O -13.225 -18.532 -24.348 -0.297
O -12.745 -16.818 -22.624 -0.294
C -14.105 -16.937 -22.126 -0.190
C -13.948 -17.459 -20.656 -0.025
C -12.700 -16.207 -25.170 -0.109
H -14.551 -17.722 -22.774 0.102
H -14.643 -16.016 -22.387 0.123
H -14.648 -18.256 -20.477 0.058
H -14.010 -16.674 -19.938 0.064
H -12.951 -17.970 -20.526 0.065
H -13.745 -16.196 -25.344 0.074
H -12.088 -16.325 -26.070 0.055
H -12.315 -15.316 -24.635 0.061
C -3.021 -18.744 -17.536 -0.063
C -2.713 -18.975 -18.887 -0.056
C -3.039 -20.240 -19.464 0.005
C -3.750 -21.190 -18.707 -0.106
C -4.008 -20.990 -17.335 -0.022
C -3.671 -19.754 -16.819 -0.081
N -3.975 -22.585 -19.357 -0.312
O -4.413 -23.474 -18.616 0.055
O -3.703 -22.677 -20.536 0.059
H -2.879 -17.713 -17.202 0.116
H -2.219 -18.275 -19.447 0.063
H -2.703 -20.506 -20.484 0.120
H -4.454 -21.833 -16.830 0.115
H -4.021 -19.608 -15.771 0.130
C -7.466 -18.609 -30.938 -0.083
C -8.669 -19.111 -30.545 -0.057
C -9.466 -18.343 -29.682 0.007
C -8.929 -17.222 -29.105 -0.168
C -7.711 -16.689 -29.459 0.002
C -7.020 -17.347 -30.496 -0.037
N -9.797 -16.477 -28.172 -0.311
O -9.430 -15.426 -27.690 0.082
O -10.878 -16.981 -27.812 0.034
H -6.769 -19.146 -31.518 0.096
H -9.071 -20.018 -30.993 0.117
H -10.434 -18.727 -29.414 0.120
H -7.370 -15.796 -28.924 0.126
H -6.104 -16.933 -30.904 0.108
C -7.378 -18.310 -25.278 -0.026
C -6.186 -18.127 -26.078 -0.071
C -5.940 -18.943 -27.134 -0.002
C -6.814 -20.094 -27.317 -0.137
C -8.072 -20.172 -26.697 0.014
C -8.306 -19.222 -25.717 -0.081
N -6.451 -20.980 -28.343 -0.339
O -5.696 -20.582 -29.193 0.080
O -6.904 -22.125 -28.332 0.053
H -7.568 -17.606 -24.430 0.109
H -5.586 -17.215 -25.868 0.106
H -5.004 -18.892 -27.721 0.127
H -8.682 -21.021 -26.802 0.084
H -9.344 -19.193 -25.263 0.116
```

## Properties
HOMO level in eV: -9.7
F_max in eV/A: 3.9
2S+1: 1
Calculated total energy in eV: -217616.3315